No. 1
20
Properties=species:S:1:pos:R:3:forces:R:3 method="wB97M-V/def2-TZVPD" e_homo_ha=-0.253 smiles="C[C@H]1C(O)=C(N)[C@@]1(C)O" orbital_gap_ev=7.568
C -1.3334 1.3244 -1.2018 0.0 0.1 -0.1
C -0.9143 0.6523 0.0980 1.4 -0.2 0.0
C -1.0554 -0.8469 0.1677 4.2 1.9 -1.0
O -2.0976 -1.6034 0.3324 -3.0 -1.4 0.3
C 0.2557 -1.1210 -0.0795 -2.5 2.5 1.0
N 0.9619 -2.1968 -0.4023 1.6 -2.9 -0.5
C 0.7157 0.3101 0.1703 -1.5 -0.7 -0.1
C 1.2891 0.6173 1.5470 0.1 0.1 0.0
O 1.5788 0.8074 -0.8571 -0.3 0.2 0.2
H -0.8648 0.8513 -2.0707 0.0 0.0 0.2
H -1.0414 2.3796 -1.1997 -0.1 -0.1 0.0
H -2.4202 1.2799 -1.3335 0.1 0.0 0.0
H -1.3291 1.1956 0.9576 0.2 0.2 0.1
H -2.8879 -1.0442 0.4039 0.3 -0.4 0.0
H 0.4692 -3.0098 -0.7647 0.2 0.5 0.2
H 1.8977 -2.1142 -0.7824 -0.4 0.2 0.1
H 2.2577 0.1222 1.6840 -0.1 0.0 0.0
H 1.4432 1.6946 1.6695 0.0 -0.1 -0.1
H 0.6232 0.2785 2.3458 0.1 0.0 -0.2
H 2.4521 0.4232 -0.6845 -0.3 0.3 -0.1



No. 2
20
Properties=species:S:1:pos:R:3:forces:R:3 method="wB97M-V/def2-TZVPD" e_homo_ha=-0.288 orbital_gap_ev=7.622
C 1.2336 0.0922 1.0059 -0.8 -1.4 -0.9
C 0.4956 1.2118 0.5038 -0.8 0.0 -0.9
C 1.0107 -1.1831 -1.2918 -0.5 0.4 -0.4
C -2.2789 0.7299 -0.4922 0.1 -0.3 0.1
C 0.1734 -0.7449 -0.1035 1.8 -0.7 2.1
C -0.8520 0.7318 -0.9841 0.3 0.9 -0.1
N 1.0119 -0.3767 2.3337 0.0 0.1 0.2
O -0.6870 -1.4254 0.4732 0.0 0.8 -0.7
O -0.5227 1.0890 -2.0813 -0.2 -0.3 0.5
H 2.2623 0.0093 0.6723 0.0 0.1 0.0
H 0.0702 -0.7703 2.3901 0.1 0.0 -0.1
H 1.6462 -1.1393 2.5434 0.0 0.1 0.0
H -0.2821 1.6284 1.1353 0.0 0.1 0.0
H 0.9916 1.8826 -0.1862 -0.1 0.1 0.0
H 1.7055 -1.9535 -0.9536 -0.1 0.1 0.1
H 0.3516 -1.5928 -2.0579 0.1 0.0 0.0
H 1.5677 -0.3521 -1.7198 0.0 0.0 0.0
H -2.8443 -0.0012 -1.0733 0.0 0.1 0.0
H -2.3498 0.4450 0.5543 0.0 0.0 0.0
H -2.7034 1.7193 -0.6681 0.1 0.0 0.0



No. 3
22
Properties=species:S:1:pos:R:3:forces:R:3 method="wB97M-V/def2-TZVPD" e_homo_ha=-0.309 orbital_gap_ev=9.015
C -2.4996 -0.8675 0.5072 2.6 2.4 -0.4
C -2.7550 0.3438 -0.3741 1.5 0.3 1.3
C -0.2842 0.0026 -0.6994 -2.2 0.9 -1.0
C 0.0827 0.0806 -1.9773 0.4 4.0 0.8
C 2.4216 -0.9883 0.9870 3.3 2.3 0.8
C 1.5498 0.1898 0.9499 0.5 1.7 1.1
N 1.5519 1.2871 0.3074 1.2 0.6 0.3
O 2.5282 1.6182 -0.6386 -0.3 -0.5 0.1
O -1.2207 1.6889 1.4422 0.2 -0.4 2.2
S -0.8347 -1.4771 0.0129 0.1 -1.2 0.5
S -1.2483 1.5019 0.0156 -0.3 -1.5 -3.7
H -2.3668 -0.4189 1.4832 -0.5 -0.7 0.7
H -3.0923 -1.7074 0.4042 -1.7 -1.3 0.1
H -2.6278 0.1204 -1.4271 -0.8 0.4 -0.2
H -3.5590 0.9123 0.0701 -0.7 0.1 -0.8
H 0.2657 -0.7580 -2.5509 0.3 -1.6 -1.2
H 3.1828 0.9178 -0.8199 -0.4 -0.1 0.4
H 0.2782 1.1381 -2.4122 -0.2 -2.0 0.6
H 3.2110 -0.9483 0.2004 -0.3 -0.2 0.8
H 1.7863 -1.7398 0.7781 -1.8 -3.2 -0.5
H 2.8647 -1.1165 2.0418 -0.6 0.1 -1.7
H 0.7656 0.2203 1.6995 -0.2 -0.1 -0.1



No. 4
22
Properties=species:S:1:pos:R:3:forces:R:3 method="wB97M-V/def2-TZVPD" e_homo_ha=-0.337 orbital_gap_ev=7.733
C -2.0420 0.2640 0.5285 0.1 0.6 1.4
C 0.8557 -1.5982 0.4946 -1.5 -0.9 -0.1
C 0.9070 1.5184 0.4819 1.6 -1.1 -0.1
C -2.5123 1.6986 0.4885 2.4 0.1 -3.1
C 0.1389 -2.9173 0.2705 -1.1 1.9 -2.9
C 2.4503 1.4083 0.1129 -2.7 -1.7 0.2
N 0.4886 -0.0936 -2.3325 1.1 1.0 3.7
O -2.7268 -0.5958 1.0285 -0.1 -0.6 -0.4
O 2.0165 -1.5164 0.7806 0.5 0.0 0.1
O 0.4144 2.5015 0.9592 0.0 1.1 0.2
Si -0.1846 -0.0212 0.2480 1.8 0.5 -3.6
H -3.5379 1.6452 0.4984 -2.5 0.3 1.0
H -2.3257 2.0939 -0.5910 0.3 -0.3 1.8
H -1.9558 2.3069 1.2192 -0.5 -0.1 -0.3
H -0.1594 -3.1360 -0.8208 0.0 1.2 1.3
H -0.7409 -2.9790 0.8640 -0.7 -0.2 0.6
H 0.8048 -3.6662 0.3335 2.4 -2.9 1.3
H 2.6457 2.2573 -0.4723 0.8 1.3 -0.3
H 2.6583 0.4916 -0.4540 -0.3 0.4 0.0
H 2.9253 1.2574 1.0601 0.7 0.6 0.5
H 0.3119 -1.0421 -2.1579 0.4 -2.5 0.0
H -0.4317 0.1230 -2.5400 -2.6 1.4 -1.2



No. 5
23
Properties=species:S:1:pos:R:3:forces:R:3 method="wB97M-V/def2-TZVPD" e_homo_ha="-0.135 / -0.290" orbital_gap_ev="3.948 / 3.686" multiplicity=3 s2=2.01
C -0.1166 -2.2999 0.0673 -5.0 4.1 -0.1
C -2.5373 0.5975 0.4879 -1.1 1.9 0.6
C -1.3030 0.0461 1.1050 3.0 0.0 -2.4
C -2.4233 0.5217 -1.0365 -1.4 -0.7 -0.4
C -0.6441 -0.6997 -0.1518 2.6 -0.7 4.9
C 3.4770 1.5891 0.2326 0.1 -0.5 -0.4
N -1.3176 -0.4033 -1.1867 -0.8 0.3 -6.1
O -1.2462 -2.7755 0.1429 0.7 -2.3 0.1
O 1.0273 -2.5523 0.2806 3.4 -1.2 0.3
O 3.0901 -1.0085 0.2184 0.5 0.7 0.1
O 1.3572 0.5327 -0.7668 0.1 0.2 -0.7
S 2.7746 0.1671 -0.7896 -0.3 0.5 0.0
H -3.2934 -0.0417 0.8164 -1.7 -1.0 0.1
H -2.8584 1.6054 0.8746 0.6 -0.8 -0.5
H -0.6616 0.9165 1.3529 0.2 -0.7 0.4
H -1.3656 -0.7123 1.8638 -0.4 0.2 0.7
H -3.3325 -0.0863 -1.3591 0.8 1.4 -0.2
H -2.3168 1.5147 -1.5808 -0.1 -1.3 0.6
H 4.5138 1.4875 0.5024 0.4 0.1 -0.4
H 3.1095 2.4693 -0.2731 0.6 0.2 -0.5
H 2.8873 1.4896 1.0883 -0.9 -0.3 1.6
H 2.2424 -1.5639 0.2691 -0.7 -1.0 0.1
H -1.0627 -0.7934 -2.1578 -0.7 1.0 2.3



No. 6
20
Properties=species:S:1:pos:R:3:forces:R:3 method="wB97M-V/def2-TZVPD" e_homo_ha=-0.288 smiles="CC[C@@]1(S)C=C(C)ON1" orbital_gap_ev=8.747
C -2.8031 0.8038 0.3356 1.0 -3.5 -0.2
C -1.4746 0.9475 -0.4943 -0.8 -4.2 -0.1
C -0.5118 -0.2188 -0.0651 1.4 -0.4 -1.9
S -1.2673 -1.9257 -0.1883 -0.6 0.0 0.3
C 0.7756 -0.3971 -0.9470 -0.3 0.5 0.1
C 1.8326 -0.2458 -0.1611 -0.2 0.6 0.6
C 3.3309 -0.3339 -0.3345 -1.1 1.0 2.8
O 1.4821 0.0274 1.1354 0.6 0.0 0.2
N 0.0655 -0.1192 1.2509 0.3 -0.4 0.3
H -3.4323 -0.1541 0.0012 1.6 2.0 0.9
H -3.3683 1.6082 0.0334 -1.6 2.1 0.2
H -2.5582 0.7280 1.4789 -0.7 0.4 -2.2
H -1.0703 1.8758 -0.3161 1.4 2.1 0.7
H -1.4721 0.8490 -1.6162 -1.0 0.1 1.0
H -1.0351 -2.1686 1.1163 -0.1 -0.1 -0.3
H 0.8363 -0.7277 -1.9915 -0.4 0.3 0.6
H 3.4487 -1.3165 -0.6273 0.9 -2.1 -1.0
H 3.7880 -0.3022 0.7602 -0.6 0.6 -2.6
H 3.6318 0.3660 -1.1105 0.6 0.0 0.5
H -0.1983 0.7039 1.7399 -0.4 0.9 0.3



No. 7
19
Properties=species:S:1:pos:R:3:forces:R:3 method="wB97M-V/def2-TZVPD" e_homo_ha=-0.305 orbital_gap_ev=8.475
C 0.2360 -0.8113 1.3858 -2.4 1.7 -0.6
C 0.8611 -0.8084 -0.0295 -1.3 -1.4 2.4
C 1.5603 1.2651 0.0118 -3.6 -1.2 -0.5
C 0.3667 0.4114 -0.7439 -3.1 1.3 0.2
C -1.1283 0.7278 -0.6162 -2.2 -0.2 0.8
C -2.2887 -0.2810 -1.0279 0.8 2.3 -1.4
H 0.1913 0.1777 1.9938 -0.8 -1.1 -1.9
H -0.7308 -1.3846 1.3524 1.0 0.6 0.7
H 0.9780 -1.1769 1.9627 2.1 -2.7 2.1
H 0.8972 -1.9340 -0.3005 -0.2 2.0 -0.6
H 2.8087 -0.3999 0.8869 -2.4 0.6 -2.8
H 1.9141 1.9457 -0.7765 0.7 -0.1 0.9
H 1.1256 1.8447 1.0355 1.5 -1.8 -2.8
H 0.4363 0.3387 -1.8002 1.1 0.1 -1.2
H -2.3066 -0.5034 -2.1195 -0.4 1.0 0.3
H -1.9749 -1.2024 -0.7738 1.1 -3.5 1.7
H -3.2815 -0.0834 -0.5522 1.1 0.2 -0.7
N 2.0946 -0.1642 0.0085 6.2 1.7 3.5
S -1.7592 2.0382 0.1028 0.8 0.5 0.0



No. 8
19
Properties=species:S:1:pos:R:3:forces:R:3 method="wB97M-V/def2-TZVPD" e_homo_ha=-0.318 smiles=SCC1[C@@H]2CNC[C@@H]12 orbital_gap_ev=9.546
S 1.2497 1.5983 -2.8272 0.5 -0.1 0.3
C -0.1161 1.4792 -1.6281 -2.5 0.7 -1.3
C 0.3319 1.1112 -0.2727 1.4 -0.8 0.5
C -0.5991 0.3187 0.6126 0.0 0.7 -0.8
C -0.7554 -0.3896 1.9196 1.4 0.8 0.7
N -0.5097 -1.7707 1.4258 0.0 -1.0 2.0
C 0.3284 -1.7568 0.2215 0.0 -0.9 -1.5
C 0.7174 -0.3051 0.1678 0.1 0.7 -0.3
H 0.5607 1.9562 -3.9167 -0.2 0.0 0.2
H -0.5952 2.4869 -1.4812 0.3 -0.8 -0.6
H -0.9061 0.7818 -2.0899 1.2 0.9 1.0
H 1.0707 1.8294 0.1224 -0.5 -0.3 0.0
H -1.3637 -0.0004 -0.0766 -0.5 -0.4 -0.1
H 0.0801 -0.0053 2.5907 -1.2 -0.5 -0.3
H -1.7283 -0.3497 2.3980 -0.1 0.2 0.1
H -0.0936 -2.3300 2.1867 -0.4 0.3 -0.7
H 1.2027 -2.4378 0.3384 -0.6 0.4 -0.2
H -0.3116 -2.1175 -0.6406 0.9 0.4 0.7
H 1.4374 -0.0988 0.9495 0.2 -0.4 0.3



No. 9
19
Properties=species:S:1:pos:R:3:forces:R:3 method="wB97M-V/def2-TZVPD" e_homo_ha=-0.275 smiles="CC1=CSN(C)[C@H]1C" orbital_gap_ev=8.428
C 1.8305 1.6174 0.2990 -0.5 0.3 -1.3
C 0.3989 1.0847 0.0472 0.8 0.5 0.3
C -0.6965 1.8307 0.1102 0.0 1.4 -0.3
S -2.2260 1.0247 -0.0631 0.1 -0.9 0.0
N -1.5313 -0.5996 -0.1557 3.3 2.5 -2.1
C -1.9192 -1.4958 0.8229 -2.3 -2.1 3.2
C 0.1837 -0.3972 -0.1592 -3.3 0.9 -0.9
C 0.8632 -1.0807 -1.3156 -0.2 -1.2 -1.0
H 2.0591 1.4753 1.3584 0.7 -1.0 -0.3
H 2.0106 2.7145 0.2555 -0.9 -0.4 -0.5
H 2.4591 1.1957 -0.5479 0.0 0.1 1.8
H -0.6812 2.9619 0.1314 -0.1 -1.5 0.2
H -3.0696 -1.6825 0.9079 1.9 0.1 -1.0
H -1.3551 -2.4374 0.7871 -0.5 -0.2 -1.0
H -1.7401 -1.3214 1.9008 0.4 1.2 0.0
H 0.3689 -0.9461 0.6928 0.8 -1.1 2.1
H 1.7819 -1.6477 -1.0645 -0.5 0.5 0.2
H 1.0683 -0.5044 -2.1929 0.4 1.2 -0.2
H 0.1950 -1.7922 -1.8144 -0.2 -0.3 0.7



No. 10
19
Properties=species:S:1:pos:R:3:forces:R:3 method="wB97M-V/def2-TZVPD" e_homo_ha=-0.322 orbital_gap_ev=9.530
C 0.2596 -1.2883 -0.9312 0.5 0.3 -1.1
C 0.2720 -2.1272 0.0470 -1.8 -0.5 0.0
C 3.3458 1.2022 0.6537 0.9 0.1 0.5
C 1.8707 0.8072 0.6005 -1.1 1.4 0.1
C 3.4812 0.1085 -0.3149 -2.1 0.0 0.8
C -2.1025 0.3290 0.1503 -1.6 0.0 1.0
N 2.2422 -0.1887 -0.4175 -1.0 -0.4 -0.3
S -3.8320 0.4321 -0.5162 -0.1 0.7 1.7
H 0.9669 -2.1679 0.8377 0.5 -0.5 0.7
H -0.7482 -2.6309 0.0545 1.3 0.4 0.2
H 3.5979 2.1524 0.2639 0.2 1.2 -0.3
H 3.9009 1.0324 1.5691 -0.1 0.1 0.4
H 1.6585 0.2714 1.5480 -0.7 0.5 -0.6
H 1.0977 1.6269 0.2728 1.3 -1.8 0.8
H 4.2051 -0.5508 -0.6102 2.3 -1.1 -1.3
H -1.7244 1.3401 0.2925 0.3 -0.3 -0.1
H -1.9839 -0.3073 1.0515 -0.5 0.7 -0.2
H -1.6271 -0.2543 -0.5842 0.9 0.1 -1.1
H -4.4080 1.1517 0.5483 0.6 -0.8 -1.2



Sequential ΔE to the lowest compared entry with this formula, charge and spin output: 242.2; 420.9; 401.4; 216.0; 185.7; 348.2; 397.1; 326.7; 238.2; 622.9 kJ/mol
Sequential calculated total energy output: -11983.7585; -11981.9056; -33650.6148; -21906.1689; -26908.0024; -20769.7391; -18721.3787; -18722.1085; -18723.0256; -18719.0382 eV